(1)
Density functional theory data (ωB97M-V with the def2-TZVPD basis set) for a molecular structure, C18H42N3O2P2Sm in a non-equilibrium geometry.

The geometry in XYZ format:
```
68
Properties=species:S:1:pos:R:3:forces:R:3
Sm -0.2068 -0.0087 -0.2488 -4.7 0.7 1.3
P 0.0032 -2.2553 -1.5373 0.7 2.8 1.4
P 0.2886 2.5540 0.3542 -0.8 -3.6 -1.5
N 0.4650 0.8026 -2.4095 -0.6 0.1 0.6
C 0.9362 -1.5734 -2.9449 0.2 -0.5 -0.8
H 1.7679 -2.2737 -3.0519 0.1 0.2 -0.5
H 0.2604 -1.6994 -3.7984 0.4 0.1 -0.1
C 1.4803 -0.1320 -2.9264 -0.3 0.6 -0.3
H 2.3913 -0.0380 -2.3190 -0.2 -0.1 -0.1
H 1.7145 0.2105 -3.9469 0.3 -0.5 0.2
C 0.7038 2.2709 -2.4432 0.0 -0.5 -0.4
H -0.2707 2.7373 -2.6685 0.5 0.0 0.1
H 1.3916 2.4465 -3.2869 -0.2 0.4 0.4
C 1.2859 2.8139 -1.1266 0.5 1.5 -0.2
H 1.3491 3.9021 -1.1666 0.6 0.2 -0.8
H 2.2944 2.4091 -0.9459 -0.2 0.2 0.0
C 1.0770 2.8391 1.8984 1.2 1.2 0.2
C 1.9251 1.7521 2.5562 1.3 0.8 -0.1
H 2.8599 1.4861 2.0447 0.0 0.9 0.3
H 1.4499 0.8370 2.6332 -0.2 -0.9 -0.3
H 2.0809 1.9991 3.6111 0.7 0.5 -0.4
C -1.3565 3.2908 0.1629 0.3 0.2 -0.1
C -2.3619 2.8144 1.2268 -0.7 0.1 -0.1
H -3.3572 2.7191 0.7712 0.3 0.0 0.1
H -2.4468 3.5567 2.0335 0.0 -0.4 -0.3
H -2.1074 1.8417 1.6655 -0.1 0.2 -0.2
C -1.6660 -2.6919 -1.9996 0.5 -0.4 -0.1
C -2.2804 -3.5252 -0.8857 -0.3 -0.2 0.2
H -3.3504 -3.6339 -1.0620 0.0 0.0 0.0
H -2.1483 -3.0801 0.1119 -0.1 -0.1 -0.3
H -1.8393 -4.5270 -0.8881 -0.2 0.2 0.1
C 0.9944 -3.4062 -0.6394 -0.1 -0.9 -0.4
C 0.5179 -3.7500 0.7758 0.1 -0.5 0.0
H 1.3156 -4.3241 1.2637 -0.2 0.1 0.0
H -0.3887 -4.3704 0.7722 0.4 0.2 0.0
H 0.3305 -2.8705 1.4047 0.1 0.0 -0.3
C 1.9641 -0.3541 0.3238 5.9 -1.0 1.4
O 3.0074 -0.5925 0.7056 -1.6 0.2 -0.6
C -1.0837 4.7878 0.1906 -0.3 1.1 -0.3
H -0.0446 5.0374 0.4814 -0.5 0.1 -0.2
H -1.2655 5.2376 -0.7852 0.1 0.1 0.0
H -1.7574 5.2650 0.9016 0.1 0.3 -0.1
C -1.3714 -3.4625 -3.2689 -0.6 -0.6 -1.3
H -1.9076 -4.4014 -3.2322 -0.2 -0.3 -0.4
H -1.6876 -2.8912 -4.1425 -0.1 -0.3 -0.1
H -0.3053 -3.6993 -3.4060 -0.7 -0.1 -0.2
C 1.0395 -4.5777 -1.5866 0.9 -1.5 0.5
H 1.6740 -5.3364 -1.1474 0.2 -0.5 -0.2
H 0.0480 -5.0200 -1.7407 0.3 0.1 0.1
H 1.4668 -4.3115 -2.5587 0.0 -0.1 0.2
C 0.0217 3.4141 2.8186 -0.1 0.8 0.1
H -0.7815 2.7133 3.0372 0.2 0.2 -0.2
H 0.4859 3.7083 3.7479 0.2 0.3 0.4
H -0.4346 4.3063 2.3740 0.2 -0.3 0.5
H 1.7642 3.5976 1.5327 0.4 0.8 1.0
H 1.9765 -2.9163 -0.5557 -0.2 -0.2 -0.2
H -1.7365 2.9801 -0.8304 0.3 0.0 0.5
H -2.2756 -1.7998 -2.1977 0.3 -0.1 0.2
H -0.4695 0.5932 -2.7736 0.3 0.1 -0.4
H -1.9251 0.4402 -0.7650 -2.1 0.7 -0.9
N -0.2598 -1.3456 3.5898 -0.3 -1.3 -1.0
C -0.1286 -0.0855 3.2096 -1.1 1.2 1.0
N -0.0526 0.8266 4.2526 -0.5 -1.8 -0.4
O -0.1569 0.1269 1.9685 -0.6 0.0 1.2
H -0.3752 -1.5296 4.5624 -0.1 -0.8 0.3
H -0.5393 -2.0129 2.8328 0.3 0.8 1.7
H 0.1436 1.8209 4.3336 -0.1 -0.7 -0.8
H -0.1360 0.3583 5.1378 0.0 0.3 0.3
```
Forces are in eV/Å.

## Properties
**F_max**: 6.16 eV/Å
**Charge**: +2
**ΔE to the lowest compared entry with this formula, charge and spin**: 76.5 kcal/mol
**HOMO-LUMO gap (spin up / spin down)**: 6.61 / 6.61 eV
**⟨S²⟩**: 8.7810
**2S+1**: 6
**E_tot**: -2365.76004 a.u.

Atom charges from the Löwdin analysis, given in e for atoms 1 to 6: Sm 1.067; P 0.839; P 0.889; N -0.236; C -0.273; H 0.100

(2)
Density functional theory data (ωB97M-V with the def2-TZVPD basis set) for a gas-phase ion, C4H13N4 (charge +1) in a non-equilibrium geometry.

The geometry in XYZ format:
```
21
Properties=species:S:1:pos:R:3:forces:R:3
H 0.6043 -0.2850 2.3983 -1.2 0.0 -2.3
N 0.4593 -0.0233 1.3482 1.5 -1.0 -0.2
N -0.0220 -0.9339 0.5317 -1.2 -0.4 3.5
C -0.9047 -2.0532 1.0841 1.1 1.6 -0.7
C -0.3401 -0.4073 -0.7230 0.4 1.8 -0.9
C 0.8438 0.0767 -1.5569 -2.2 -1.2 -1.5
C 1.7153 1.0923 -0.9842 2.1 -1.5 1.9
N -1.2435 0.8541 -0.3277 -0.3 0.0 0.4
N -0.8540 1.4464 0.8310 4.0 1.2 -2.4
H -1.9308 -1.7346 1.1363 -0.6 0.1 -0.5
H -0.7057 -2.8115 0.3454 -0.4 -0.9 0.5
H -0.6142 -2.1960 2.1152 0.5 -0.7 -0.1
H -0.9282 -0.9732 -1.4687 -0.1 -0.4 1.3
H 0.2847 0.5181 -2.3912 0.3 0.0 -0.2
H 1.3272 -0.8299 -2.0159 -0.1 0.9 0.7
H 2.3031 0.6138 -0.1554 -0.2 0.7 -0.8
H 1.2013 1.8990 -0.5294 -0.4 1.0 -0.1
H 2.3847 1.3888 -1.7489 0.8 0.8 -0.5
H -2.2276 0.6171 -0.2807 0.0 -0.3 0.0
H -1.2774 1.5770 1.6882 -2.3 -0.2 1.6
H -0.0756 2.1647 0.7035 -1.6 -1.4 0.2
```
Forces are in eV/Å.

## Properties
**F_max**: 4.77 eV/Å
**Charge**: +1
**ΔE to the lowest compared entry with this formula, charge and spin**: 128.8 kcal/mol
**HOMO-LUMO gap**: 9.12 eV
**2S+1**: 1
**SMILES**: [H]/N=[N+](\C)[C@H](CC)NN
**E_tot**: -378.83048 a.u.

Atom charges from the Löwdin analysis, given in e for atoms 1 to 6: H 0.168; N 0.141; N -0.186; C 0.048; C -0.263; C -0.220

(3)
Density functional theory data (ωB97M-V with the def2-TZVPD basis set) for C7H14N2 in the gas phase in a non-equilibrium geometry.

The geometry in XYZ format:
```
23
Properties=species:S:1:pos:R:3:forces:R:3
C 2.0092 2.3066 1.3343 0.7 -0.2 0.2
N 0.7532 1.7220 0.9886 -0.6 0.1 -0.7
C 0.2466 1.4420 -0.0815 0.4 2.4 1.9
N -0.5368 1.3315 -1.0086 0.4 -0.8 0.3
C -0.7291 -0.0751 -1.2841 -1.5 -2.8 -0.2
C 0.2935 -0.5936 -2.2937 -0.4 0.1 0.2
C -0.9375 -1.1571 -0.0058 0.2 1.9 -1.9
C -2.0467 -0.6432 0.8977 0.0 -0.2 -0.2
C 0.3332 -1.4220 0.7583 0.3 0.6 0.4
H 2.8151 2.0044 0.6597 0.0 0.1 0.1
H 1.9355 3.3965 1.3320 -0.1 -0.1 0.0
H 2.2579 1.9941 2.3501 0.1 0.1 -0.1
H -1.7209 -0.1229 -1.7494 0.1 -0.1 -0.1
H 1.3014 -0.5172 -1.8953 0.2 0.0 0.0
H 0.0920 -1.6343 -2.5376 0.0 -0.1 0.0
H 0.2305 -0.0151 -3.2142 0.1 0.1 0.0
H -1.2637 -2.0559 -0.5365 0.0 0.0 0.1
H -2.9693 -0.4935 0.3388 -0.1 0.0 0.0
H -1.7648 0.3054 1.3491 0.0 0.1 0.1
H -2.2451 -1.3659 1.6885 0.0 0.0 0.1
H 1.1208 -1.8132 0.1200 0.1 -0.1 0.0
H 0.1481 -2.1172 1.5730 0.0 -0.2 0.0
H 0.6772 -0.4762 1.2164 0.0 -0.8 -0.1
```
Forces are in eV/Å.

## Properties
**F_max**: 3.22 eV/Å
**ΔE to the lowest compared entry with this formula, charge and spin**: 33.8 kcal/mol
**HOMO-LUMO gap**: 10.15 eV
**2S+1**: 1
**SMILES**: CN=C=N[C@@H](C)C(C)C
**E_tot**: -384.57805 a.u.

Atom charges from the Löwdin analysis, given in e for atoms 1 to 6: C -0.110; N 0.045; C -0.258; N 0.142; C -0.360; C -0.069

(4)
Density functional theory data (ωB97M-V with the def2-TZVPD basis set) for a molecular structure, C15H9F5MnNO5Se.

The geometry in XYZ format:
```
37
Properties=species:S:1:pos:R:3:forces:R:3
Mn -0.2558 0.8394 -0.6323 0.0 0.0 0.0
O 2.8212 -5.5022 -1.2884 0.0 0.0 0.0
C 1.7875 -5.1363 -1.8776 0.0 0.0 0.0
O 1.0553 -5.7201 -2.6921 0.0 0.0 0.0
C 1.3420 -3.6867 -1.5350 0.0 0.0 0.0
C 2.0663 -2.9292 -0.6220 0.0 0.1 0.0
C 1.6676 -1.6400 -0.3390 0.0 0.0 0.0
N 0.5957 -1.0810 -0.9140 0.0 0.0 0.0
C -0.1206 -1.8064 -1.7934 0.0 0.0 0.0
C 0.2256 -3.1023 -2.1237 0.0 0.0 0.0
C -1.3312 -1.1156 -2.4175 0.0 -0.1 -0.1
O -1.9851 -1.6955 -3.2583 0.0 0.0 0.0
O -1.5538 0.0945 -1.9873 0.0 0.1 0.0
H 2.9361 -3.3700 -0.1549 0.0 0.0 0.0
H 2.2104 -1.0161 0.3627 0.0 0.0 0.0
H -0.3670 -3.6570 -2.8365 0.0 0.0 0.0
F -1.1720 -0.8715 5.9857 0.0 0.0 0.0
C -0.8516 -0.1329 4.9213 0.0 0.0 0.0
C -0.0241 0.9668 5.0582 0.0 0.0 0.0
F 0.4555 1.2856 6.2642 0.0 0.0 0.0
C 0.3027 1.7291 3.9509 0.0 0.0 0.0
F 1.1052 2.7819 4.1388 0.0 0.0 0.0
C -0.1729 1.4321 2.6798 0.0 0.0 0.0
Se 0.2792 2.5098 1.1797 0.0 0.1 0.0
C -0.9995 0.3227 2.5851 0.0 0.0 0.0
F -1.5079 -0.0383 1.3861 0.0 0.0 0.0
C -1.3446 -0.4593 3.6708 0.0 0.0 0.0
F -2.1456 -1.5146 3.5254 0.0 0.0 0.0
C -1.2320 4.1856 -2.1107 0.0 0.0 0.0
C 0.1080 3.5865 -2.4762 0.0 0.0 0.0
O 0.1046 2.1564 -2.3770 0.0 0.0 -0.1
H -1.1837 5.2742 -2.1706 0.0 0.0 0.0
H -1.5114 3.9099 -1.0933 0.0 0.0 0.0
H -2.0142 3.8447 -2.7918 0.0 0.0 0.0
H 0.8877 3.9197 -1.7916 0.0 0.0 0.0
H 0.4103 3.8663 -3.4881 0.0 0.0 0.0
H -0.5878 1.7698 -2.9373 0.0 0.0 0.0
```
Forces are in eV/Å.

## Properties
**F_max**: 0.12 eV/Å
**Charge**: -1
**ΔE to the lowest compared entry with this formula, charge and spin**: 0.1 kcal/mol
**HOMO-LUMO gap (spin up / spin down)**: 7.45 / 7.42 eV
**⟨S²⟩**: 8.7561
**2S+1**: 6
**E_tot**: -5059.89206 a.u.

Atom charges from the Löwdin analysis, given in e for atoms 1 to 6: Mn 0.734; O -0.052; C -0.698; O -0.037; C -0.079; C 0.002

(5)
Density functional theory data (ωB97M-V with the def2-TZVPD basis set) for C5H6O in the gas phase.

The geometry in XYZ format:
```
12
Properties=species:S:1:pos:R:3:forces:R:3
C -1.7214 0.2944 -0.1030 -0.1 0.0 0.0
C -0.8539 -0.9022 -0.5133 0.0 -0.1 0.0
C 0.5401 -0.4752 -0.5634 0.4 0.2 0.2
C 1.6001 0.0507 -0.3160 -0.5 -0.2 0.1
C 2.5503 0.6254 0.6155 0.0 0.1 0.2
O 2.2462 1.5692 1.3074 0.3 -0.2 -0.2
H -1.2835 0.7757 0.7753 -0.1 -0.1 -0.1
H -1.7647 1.0363 -0.9031 0.0 -0.1 0.1
H -2.7358 -0.0278 0.1412 0.1 0.0 -0.1
H -1.1896 -1.3688 -1.4422 0.0 0.1 0.0
H -0.8977 -1.6766 0.2611 -0.1 0.0 -0.1
H 3.5097 0.0990 0.7406 0.0 0.1 -0.1
```
Forces are in eV/Å.

## Properties
**F_max**: 0.60 eV/Å
**ΔE to the lowest compared entry with this formula, charge and spin**: 48.2 kcal/mol
**HOMO-LUMO gap**: 10.60 eV
**2S+1**: 1
**SMILES**: CCC#CC=O
**E_tot**: -269.26942 a.u.

Atom charges from the Löwdin analysis, given in e for atoms 1 to 6: C -0.097; C -0.246; C -0.023; C 0.032; C -0.290; O 0.050

(6)
Density functional theory data (ωB97M-V with the def2-TZVPD basis set) for 2 unconnected molecules or ions with the total composition CH8N3P in a non-equilibrium geometry.

The geometry in XYZ format:
```
13
Properties=species:S:1:pos:R:3:forces:R:3
C 1.7659 1.1261 0.0370 0.9 -0.3 -1.7
N -2.1060 -0.1243 -0.8811 0.9 -0.4 0.7
N 0.7553 -1.4339 -0.4809 0.0 2.1 0.5
N -0.1798 0.1613 1.6568 -2.0 -2.7 -1.1
P 0.4229 0.1641 0.0828 -0.3 -3.2 -1.6
H 2.5622 1.0709 -0.7675 -1.3 0.0 1.0
H 1.3707 2.0844 0.2561 0.5 1.4 0.6
H -2.3860 -0.8200 -1.6459 1.0 1.9 0.8
H -2.0846 0.8788 -1.1381 -0.4 -1.1 -0.6
H -0.0911 -1.9377 -0.4197 -1.0 -0.8 -0.2
H 1.5235 -1.9573 -0.1021 0.3 0.1 0.4
H -1.1482 -0.3020 1.5612 1.7 0.8 0.2
H -0.4048 1.0896 1.8415 -0.3 2.3 1.0
```
Forces are in eV/Å.

## Properties
**F_max**: 3.59 eV/Å
**ΔE to the lowest compared entry with this formula, charge and spin**: 77.0 kcal/mol
**HOMO-LUMO gap (spin up / spin down)**: 6.90 / 8.16 eV
**2S+1**: 1
**E_tot**: -548.38919 a.u.

Atom charges from the Löwdin analysis, given in e for atoms 1 to 6: C -0.246; N -0.128; N -0.141; N -0.148; P 0.696; H 0.033

What is the F_max in the third record?
3.22 eV/Å

Look up the F_max of the fourth one.
0.12 eV/Å